Record 1
Formula: C34H34BIrN12O3
Source: the Open Molecules 2025 dataset
Level of theory: ωB97M-V/def2-TZVPD

CARTESIAN COORDINATES (ANGSTROEM)
Ir 0.128 -0.108 0.137
C 0.441 4.092 1.556
C -0.285 3.131 0.854
N 0.212 1.913 1.066
N 1.251 2.074 1.930
C 1.411 3.377 2.218
B 2.082 0.878 2.470
N 2.844 0.273 1.263
C 4.127 -0.016 1.004
C 4.232 -0.471 -0.300
C 2.939 -0.439 -0.796
N 2.116 0.031 0.144
N 1.073 -0.195 2.965
C 0.823 -0.701 4.183
C -0.281 -1.526 4.093
C -0.657 -1.475 2.753
N 0.176 -0.676 2.090
N 2.945 1.327 3.621
C 2.519 1.940 4.760
C 3.605 2.119 5.574
C 4.678 1.573 4.842
N 4.279 1.098 3.678
H 0.273 5.154 1.587
H -1.150 3.268 0.237
H 2.194 3.703 2.881
H 4.869 0.165 1.761
H 5.126 -0.770 -0.815
H 2.557 -0.719 -1.763
H 1.443 -0.441 5.024
H -0.742 -2.090 4.884
H -1.447 -1.990 2.232
H 1.482 2.201 4.902
H 3.627 2.575 6.548
H 5.719 1.508 5.117
C -2.723 -0.108 -6.194
C -1.266 -0.407 -6.391
C -0.786 -0.850 -7.620
C 0.555 -1.135 -7.821
C 1.460 -0.959 -6.785
C 1.013 -0.498 -5.559
C -0.341 -0.242 -5.358
N -0.776 0.258 -4.090
C -0.429 -0.259 -2.888
N 0.046 -1.503 -2.905
C 0.326 -2.408 -1.852
C 0.347 -2.025 -0.510
C 0.771 -3.026 0.384
C 1.062 -4.314 -0.015
C 0.971 -4.660 -1.355
C 0.622 -3.712 -2.295
C 0.569 -4.078 -3.756
N -0.550 0.428 -1.750
C -1.203 1.674 -1.810
C -3.576 1.743 -1.632
C -3.866 2.947 -2.537
C -2.896 4.083 -2.531
C -1.568 3.986 -2.495
C -0.763 2.760 -2.444
C 0.582 2.788 -3.114
H -3.293 -0.393 -7.076
H -2.897 0.958 -6.022
H -3.129 -0.643 -5.338
H -1.489 -0.980 -8.433
H 0.893 -1.487 -8.786
H 2.513 -1.160 -6.934
H 1.719 -0.321 -4.756
H -1.344 1.093 -4.075
H 0.034 -1.922 -3.823
H 0.904 -2.790 1.427
H 1.378 -5.048 0.715
H 1.200 -5.668 -1.679
H 0.862 -5.117 -3.893
H 1.248 -3.472 -4.364
H -0.438 -3.970 -4.171
H -4.338 1.470 -0.906
H -4.884 3.310 -2.406
H -3.333 5.072 -2.583
H -0.995 4.906 -2.558
H 1.012 3.785 -3.024
H 0.522 2.558 -4.180
H 1.267 2.076 -2.650
O -3.843 2.078 -3.714
N -3.637 0.907 -2.862
O -4.283 -0.114 -3.035
O -2.343 1.687 -1.001

Atoms 1-3, force components in eV/Å:
Ir 0.08 -0.12 -0.04
C -0.06 0.04 -0.02
C 0.02 -0.09 0.05

Computed properties:
Total charge ... +1
LUMO energy (alpha / beta) ... -3.3 / -3.3 eV
2S+1 ... 2
Relative energy (zero: lowest compared OMol25 entry of this formula, charge and spin) ... 2.333 eV
Expectation value of S² ... 0.754

Record 2
Formula: C34H34BN4O6S
Source: the Open Molecules 2025 dataset
Level of theory: ωB97M-V/def2-TZVPD

CARTESIAN COORDINATES (ANGSTROEM)
N 1.771 -5.585 -0.336
C 1.901 -6.578 -1.405
N 2.570 -5.936 -2.522
N 2.826 -7.658 -0.942
C 0.572 -7.326 -1.745
N -0.588 -6.467 -2.158
B -1.620 -7.537 -2.555
O -2.653 -7.937 -1.688
O -1.547 -8.190 -3.808
C -0.491 -5.630 -3.392
C -0.518 -4.089 -2.993
C -0.741 -4.097 -1.431
C -1.237 -5.564 -1.161
S -1.233 -6.106 0.611
H 2.611 -5.016 -0.301
H 1.695 -6.037 0.568
H 2.457 -4.931 -2.520
H 2.347 -6.349 -3.414
H 3.583 -7.243 -0.410
H 2.280 -8.192 -0.265
H 0.273 -7.985 -0.906
H 0.795 -7.988 -2.607
H -2.438 -8.846 -1.449
H -1.158 -9.064 -3.706
H -1.376 -5.696 -4.061
H 0.321 -5.860 -4.099
H 0.257 -3.447 -3.430
H -1.500 -3.730 -3.364
H 0.127 -3.744 -0.857
H -1.549 -3.396 -1.154
H -2.328 -5.446 -1.328
H -2.560 -5.991 0.952
C -1.643 2.802 3.140
C -0.894 1.673 2.821
C -1.148 0.976 1.649
C -2.163 1.400 0.794
C -2.930 2.518 1.126
C -2.660 3.224 2.295
C -4.046 2.955 0.251
O -4.711 3.930 0.536
C -4.339 2.172 -0.975
C -5.417 2.533 -1.778
C -5.692 1.817 -2.933
C -4.887 0.742 -3.297
C -3.815 0.374 -2.498
C -3.543 1.082 -1.329
C -2.414 0.658 -0.464
O -1.709 -0.286 -0.779
H -1.436 3.350 4.051
H -0.108 1.339 3.487
H -0.560 0.102 1.402
H -3.244 4.099 2.547
H -6.043 3.371 -1.500
H -6.534 2.097 -3.553
H -5.099 0.188 -4.203
H -3.193 -0.465 -2.781
C 5.062 8.780 4.722
C 4.166 8.229 5.634
C 3.259 7.265 5.221
C 3.236 6.856 3.890
C 4.119 7.427 2.971
C 5.039 8.382 3.394
C 4.076 7.038 1.540
O 4.846 7.530 0.739
C 3.067 6.041 1.103
C 2.973 5.705 -0.246
C 2.041 4.765 -0.662
C 1.206 4.149 0.266
C 1.294 4.485 1.609
C 2.216 5.438 2.029
C 2.273 5.812 3.463
O 1.540 5.274 4.273
H 5.776 9.527 5.048
H 4.178 8.550 6.667
H 2.567 6.834 5.932
H 5.733 8.816 2.687
H 3.622 6.179 -0.969
H 1.967 4.509 -1.712
H 0.484 3.410 -0.058
H 0.641 4.009 2.326

Atoms 1-3, force components in eV/Å:
N -0.75 0.20 -0.54
C 2.02 -0.24 1.09
N -0.62 0.12 0.48

Computed properties:
Total charge ... +1
LUMO energy ... -3.1 eV
2S+1 ... 1

Record 3
Formula: C34H34BrN6O2RuS
Source: the Open Molecules 2025 dataset
Level of theory: ωB97M-V/def2-TZVPD

CARTESIAN COORDINATES (ANGSTROEM)
Ru 0.980 0.530 -0.389
O 4.383 1.961 4.689
C 3.728 1.690 3.565
C 4.188 0.809 2.586
C 3.420 0.617 1.464
N 2.239 1.224 1.253
C 1.817 2.062 2.217
Br 0.166 2.888 1.907
C 2.506 2.337 3.370
H 5.217 1.478 4.749
H 5.128 0.284 2.693
H 3.752 -0.054 0.682
H 2.121 3.022 4.110
C -0.395 3.957 -2.499
C -1.104 3.403 -3.561
C -1.192 2.028 -3.693
C -0.581 1.209 -2.747
C 0.111 1.764 -1.650
C 0.216 3.150 -1.549
C -0.528 -0.252 -2.790
C -1.186 -1.061 -3.738
C -1.078 -2.414 -3.635
C -0.278 -2.982 -2.616
C -0.116 -4.381 -2.491
C 0.695 -4.903 -1.525
C 1.392 -4.038 -0.658
C 1.248 -2.681 -0.750
C 0.387 -2.123 -1.717
N 0.215 -0.760 -1.807
H -0.310 5.033 -2.416
H -1.575 4.046 -4.291
H -1.723 1.601 -4.534
H 0.776 3.610 -0.744
H -1.778 -0.602 -4.516
H -1.587 -3.065 -4.334
H -0.642 -5.028 -3.182
H 0.818 -5.973 -1.430
H 2.055 -4.455 0.089
H 1.816 -2.039 -0.087
C 5.254 1.885 -3.334
N 4.114 0.965 -3.467
C 3.761 0.467 -4.805
C 3.331 0.736 -2.469
N 2.663 0.519 -1.541
H 6.128 1.419 -3.784
H 5.447 2.072 -2.281
H 5.034 2.824 -3.840
H 4.645 0.018 -5.253
H 3.409 1.289 -5.427
H 2.983 -0.286 -4.715
C -6.194 1.746 0.599
C -4.952 0.866 0.538
C -3.685 1.712 0.470
N -2.456 0.920 0.402
C -1.876 0.293 1.413
S -0.428 -0.629 1.185
N -2.428 0.383 2.628
C -1.758 -0.002 3.872
O -1.481 0.880 4.631
C -1.561 -1.442 4.109
C -0.715 -1.811 5.155
C -0.529 -3.150 5.444
C -1.195 -4.118 4.701
C -2.048 -3.752 3.669
C -2.233 -2.413 3.369
H -7.097 1.140 0.637
H -6.264 2.392 -0.277
H -6.187 2.383 1.485
H -4.983 0.218 -0.340
H -4.913 0.207 1.409
H -3.622 2.405 1.317
H -3.693 2.338 -0.422
H -1.995 0.829 -0.492
H -3.134 1.093 2.772
H -0.221 -1.041 5.732
H 0.123 -3.443 6.256
H -1.056 -5.165 4.938
H -2.579 -4.510 3.109
H -2.914 -2.129 2.578

Atoms 1-3, force components in eV/Å:
Ru 1.00 -0.99 0.09
O 0.00 -0.01 -0.01
C 0.00 0.03 0.05

Computed properties:
Total charge ... +2
LUMO energy (alpha / beta) ... -5.5 / -6.4 eV
2S+1 ... 2
Relative energy (zero: lowest compared OMol25 entry of this formula, charge and spin) ... 0.000 eV
Expectation value of S² ... 0.760

In the order shown, the computed strongest force on any atom values come out to 0.5; 3.5; 1.4 eV Å⁻¹.
In the order shown, the computed total energy values come out to -63342.6585; -65563.1088; -132293.5973 eV.